Molecular formula: CN2O3S
Method: DFT, the ωB97M-V functional and the def2-TZVPD basis

Atoms and positions in Å:
1 C -1.262 0.792 0.018
2 N -1.280 1.862 -0.334
3 N 1.127 -0.079 0.014
4 O 1.513 0.881 0.551
5 O 1.615 -0.783 -0.757
6 O -1.127 -1.928 -0.190
7 S -0.585 -0.746 0.696

Cartesian forces, eV/Å:
0.954 -3.675 1.493
-0.600 2.946 -1.043
-1.572 -0.642 1.007
0.618 2.175 1.263
1.344 -2.024 -2.461
2.170 4.074 2.945
-2.914 -2.853 -3.204

**Charge**: 0
**Kohn-Sham gap**: 9.84 eV
**Strongest force on any atom**: 0.106 Eh/bohr
**2S+1**: 1